C20H54N2O12 | ωB97M-V with the def2-TZVPD basis set

The value obtained for the electronic energy is -1806.08483 Eh. As for the orbital gap: 0.312 hartree. The value obtained for the strongest force on any atom is 11.6 eV/Å. Its molar mass is 514.65 g mol⁻¹.

```
88
C20H54N2O12, DFT ωB97M-V with the def2-TZVPD basis set
C 9.8343 -19.8836 11.3405
O 8.7625 -19.2029 11.9961
C 9.1812 -18.1540 12.8773
C 7.8733 -17.4099 13.2934
N 8.2346 -16.2785 14.1950
C 7.0752 -15.3629 14.2547
C 6.6813 -14.8907 15.6244
O 5.5492 -14.0566 15.6060
C 5.2620 -13.5444 16.9286
H 9.6993 -20.9637 11.2833
H 10.8215 -19.7154 11.7708
H 9.7771 -19.6728 10.2726
H 9.9141 -17.4688 12.4512
H 9.7195 -18.5349 13.7452
H 7.3138 -18.1764 13.8297
H 7.3561 -17.2885 12.3417
H 8.4090 -16.7471 15.0725
H 6.1708 -15.6806 13.7358
H 7.3287 -14.4938 13.6477
H 7.5063 -14.3444 16.0815
H 6.4307 -15.6785 16.3347
H 4.8912 -14.3058 17.6148
H 4.5158 -12.7654 16.7726
H 6.2166 -13.1991 17.3258
C 5.6304 -17.3665 8.3861
O 5.3545 -16.0337 8.8460
C 5.1222 -15.8530 10.2273
C 4.8972 -14.3752 10.5994
N 6.2135 -13.6567 10.6305
C 7.0120 -13.8066 11.7810
C 8.4737 -13.2724 11.5254
O 8.9876 -13.9500 10.3886
C 9.9093 -13.1562 9.7137
H 6.0743 -17.3806 7.3907
H 4.7048 -17.9368 8.3081
H 6.2368 -17.8851 9.1287
H 5.9605 -16.2472 10.8018
H 4.2074 -16.4108 10.4280
H 4.4378 -14.4067 11.5874
H 4.1059 -13.9824 9.9608
H 6.8027 -14.0927 9.9357
H 7.1471 -14.8141 12.1743
H 6.5290 -13.2243 12.5656
H 9.0871 -13.4479 12.4092
H 8.4420 -12.1840 11.4767
H 9.4400 -12.2514 9.3276
H 10.2946 -13.7233 8.8664
H 10.7754 -12.9262 10.3343
C 8.6328 -16.4345 9.3469
C 9.1483 -16.6350 10.7679
O 10.5610 -17.0111 10.8208
O 8.5615 -17.6345 8.5422
H 9.0768 -15.6092 8.7901
H 7.6044 -16.0988 9.4802
H 8.5356 -17.3111 11.3642
H 9.0100 -15.6698 11.2552
H 10.6352 -17.9682 10.8130
H 9.4335 -18.0353 8.5185
C 10.1404 -17.7318 6.4204
C 8.9152 -18.5047 5.7784
O 9.0651 -18.7148 4.3726
O 11.3366 -18.5265 6.4707
H 9.8010 -17.3873 7.3972
H 10.3032 -16.7977 5.8828
H 7.9872 -17.9420 5.8795
H 8.9622 -19.5584 6.0531
H 8.3188 -19.2549 4.1027
H 11.5150 -18.8005 5.5681
C 9.6861 -20.9033 9.2038
C 9.5773 -19.5747 8.4301
O 10.3545 -18.4944 9.0153
O 11.0157 -21.3580 9.2591
H 9.1399 -21.7062 8.7087
H 9.2536 -20.9241 10.2040
H 8.5119 -19.3952 8.2866
H 9.9813 -19.8318 7.4508
H 11.2493 -18.7330 8.7623
H 11.1346 -21.6944 10.1503
C 10.3974 -15.1078 12.7754
C 11.6792 -14.2574 12.7448
O 12.7574 -14.8940 13.3921
O 9.7010 -14.8901 13.9287
H 10.7273 -16.1439 12.8515
H 9.8296 -15.0802 11.8453
H 11.5062 -13.3304 13.2915
H 11.9984 -13.9682 11.7435
H 13.4642 -14.2555 13.2719
H 8.9415 -15.4757 13.9722
```

=====

C20H54N3O15P5 | ωB97M-V with the def2-TZVPD basis set

The value obtained for the electronic energy is -3794.19993 Eh. Its SMILES is CP(C)[C@](O)(COCCC(N)(N)N)OC(P(O)O)P(O)O.CCOP(=O)(OCC)OCC.CCOP(=O)(OCC)OCC. As for the orbital gap: 0.278 hartree. The value obtained for the strongest force on any atom is 6.2 eV/Å. Its molar mass is 731.53 g mol⁻¹.

```
97
C20H54N3O15P5, DFT ωB97M-V with the def2-TZVPD basis set
C 1.5741 -2.4651 4.5482
P 2.8997 -3.5011 3.8291
C 2.1974 -4.7876 2.7204
C 4.1271 -2.4128 2.8681
O 4.0287 -1.1734 3.5293
C 3.6216 -2.3250 1.4198
O 2.2491 -1.9902 1.3454
C 1.9894 -0.6067 1.2029
C 1.1447 -0.3208 -0.0405
C 1.0553 1.1900 -0.4033
N 2.2384 1.5414 -1.2222
N 1.0437 2.0401 0.7819
N -0.1785 1.4463 -1.1093
O 5.3534 -3.0671 3.0531
C 6.4541 -2.7816 2.1924
P 6.7656 -0.9809 1.8014
O 8.2718 -1.0021 1.1579
O 6.8799 -0.2152 3.2519
P 6.5650 -3.8618 0.6400
O 5.4488 -5.0526 0.8550
O 5.9904 -2.8874 -0.5607
H 1.1798 -1.6978 3.8828
H 1.9474 -2.0322 5.4719
H 0.7736 -3.1515 4.8343
H 1.7224 -5.5573 3.3234
H 1.4059 -4.3477 2.1014
H 2.9323 -5.1906 2.0273
H 4.1208 -0.4776 2.8702
H 3.7379 -3.3160 0.9791
H 4.1860 -1.6391 0.7780
H 1.3808 -0.3058 2.0605
H 2.8834 0.0265 1.2266
H 1.4696 -0.9325 -0.8845
H 0.1340 -0.6554 0.2099
H 3.0354 1.7028 -0.6154
H 2.4813 0.7481 -1.8016
H 0.5105 1.6166 1.5267
H 1.9794 2.2457 1.0987
H -0.0962 1.1280 -2.0685
H -0.3534 2.4427 -1.0987
H 7.3415 -3.1178 2.7437
H 8.4198 -0.1144 0.8193
H 6.6274 0.6974 3.0969
H 5.6205 -5.4766 1.7070
H 5.4976 -3.4515 -1.1723
C -0.4248 -3.9906 -6.7941
C 0.5237 -2.8414 -6.5030
O 0.0410 -1.6010 -7.0311
P -1.0773 -0.7755 -6.2096
O -0.4481 -0.2879 -4.9645
O -1.1160 0.5684 -7.1385
C -1.0351 1.8719 -6.5587
C 0.3611 2.4374 -6.7036
O -2.3589 -1.4194 -6.9539
C -3.6890 -1.0489 -6.5046
C -4.2237 0.1396 -7.2801
H -1.3641 -3.8712 -6.2514
H 0.0218 -4.9402 -6.4971
H -0.6671 -4.0267 -7.8557
H 0.7002 -2.7459 -5.4276
H 1.4852 -3.0256 -6.9805
H -1.3482 1.8580 -5.5147
H -1.7441 2.5041 -7.0991
H 1.1015 1.7732 -6.2580
H 0.4345 3.4152 -6.2251
H 0.6178 2.5444 -7.7584
H -3.6874 -0.8488 -5.4310
H -4.3232 -1.9174 -6.6756
H -3.7888 1.0719 -6.9224
H -5.3050 0.2149 -7.1611
H -3.9823 0.0504 -8.3382
C -2.9492 2.6989 0.9171
C -4.0010 1.7750 1.5013
O -3.9848 1.7824 2.9351
P -4.7180 2.9821 3.7239
O -6.1707 2.8533 3.4871
O -4.5590 2.4421 5.2593
C -5.6736 2.4117 6.1517
C -6.2314 1.0094 6.2646
O -3.4118 3.9290 3.8522
C -3.5584 5.2486 4.4362
C -3.3048 5.2245 5.9315
H -3.1811 3.7436 1.1356
H -2.8932 2.5796 -0.1647
H -1.9709 2.4891 1.3468
H -4.9980 2.0409 1.1384
H -3.8014 0.7486 1.1964
H -6.4438 3.1184 5.8433
H -5.3074 2.7395 7.1281
H -6.5126 0.6200 5.2864
H -7.1080 0.9925 6.9142
H -5.4789 0.3352 6.6759
H -4.5460 5.6576 4.2121
H -2.8212 5.8837 3.9469
H -4.1670 4.8355 6.4714
H -3.1141 6.2329 6.3006
H -2.4549 4.5865 6.1687
```

=====

C20H55N5O5 | ωB97M-V with the def2-TZVPD basis set

The value obtained for the electronic energy is -1444.40162 Eh. Its SMILES is COC[C@H](C)N.COC[C@H](C)N.COC[C@H](C)N.COC[C@H](C)N.COC[C@H](C)N. As for the orbital gap: 0.349 hartree. The value obtained for the strongest force on any atom is 12.5 eV/Å. Its molar mass is 445.69 g mol⁻¹.

```
85
C20H55N5O5, DFT ωB97M-V with the def2-TZVPD basis set
C -0.4936 -0.5836 6.4626
O -1.7619 -0.0374 6.4505
C -1.8712 1.0097 7.3180
C -3.3444 1.4612 7.1043
C -3.4467 2.2324 5.7933
N -3.8439 2.4028 8.2806
H 0.1358 0.3419 6.4852
H -0.4952 -1.4748 5.6440
H -0.1758 -1.0038 7.3557
H -1.7026 0.8418 8.4305
H -1.1374 1.8168 7.2519
H -3.8282 0.4802 7.1835
H -4.5620 2.5572 5.9567
H -3.3268 1.4355 5.0541
H -2.8912 3.0775 5.6874
H -4.0268 1.7960 9.0526
H -3.1654 3.0714 8.6315
C 1.7626 4.6693 0.0010
O 0.5211 4.1380 -0.7534
C -0.7628 4.7956 -0.4308
C -1.7148 4.4877 -1.6150
C -1.2801 4.9190 -2.9979
N -3.0773 5.0107 -1.3905
H 2.6560 4.2480 -0.4708
H 1.7644 4.5390 0.9970
H 1.6932 5.8271 -0.2298
H -1.0987 4.5246 0.5939
H -0.5070 6.0082 -0.5568
H -1.7963 3.3340 -1.5763
H -0.9923 5.9546 -3.1910
H -2.0239 4.5726 -3.7514
H -0.2190 4.2656 -3.0461
H -3.1430 4.7153 -0.4582
H -3.7370 4.3758 -1.8752
C -0.7018 -0.5787 3.2277
O -0.4885 -0.3904 1.8508
C 0.3891 0.4821 1.3115
C 0.5214 0.2252 -0.1875
C 1.0200 -1.1919 -0.4868
N 1.5126 1.1796 -0.8236
H -1.4692 -1.1932 3.2849
H -0.8185 0.4818 3.7594
H 0.1327 -1.0361 3.8079
H 0.2209 1.4989 1.5966
H 1.4183 0.2487 1.9488
H -0.4216 0.3809 -0.8043
H 0.5087 -2.0427 0.0380
H 2.0505 -1.4848 0.0359
H 0.8432 -1.4462 -1.5585
H 1.0860 1.9051 -0.6981
H 1.6823 1.1291 -1.7805
C -0.6172 0.2284 -3.8066
O 0.2919 -0.6549 -4.2129
C 1.4499 -0.0289 -4.8911
C 2.5599 -0.9748 -5.3655
C 3.1821 -1.6269 -4.1679
N 3.5894 -0.2180 -6.1492
H -1.5726 0.0006 -3.5404
H -1.1051 0.7631 -4.7525
H -0.3721 0.8659 -3.1625
H 1.1255 0.6138 -5.7642
H 1.6091 0.8231 -4.0965
H 2.1934 -1.7858 -5.9142
H 3.9663 -2.4554 -4.3202
H 2.3449 -2.1774 -3.7137
H 3.6361 -1.0879 -3.3448
H 3.1054 0.0222 -7.1586
H 4.4090 -0.8029 -6.5372
C -0.9305 -6.1815 -0.2081
O 0.2428 -6.0558 -0.7452
C 0.2094 -5.4488 -2.0118
C 1.6979 -5.2664 -2.6235
C 2.6401 -4.4313 -1.6893
N 1.7167 -4.8057 -4.0229
H -0.5176 -6.9420 0.7651
H -1.6664 -6.7030 -0.6892
H -1.4321 -5.2659 0.0350
H -0.6168 -5.8446 -2.3919
H -0.0945 -4.6336 -1.7537
H 1.9436 -6.2816 -2.4505
H 2.1748 -3.3852 -1.6323
H 3.6932 -4.3617 -2.0278
H 2.8307 -4.9747 -0.6696
H 0.8733 -4.9402 -4.6163
H 1.8456 -3.9592 -4.2835
```